# 1
A cluster of 9 separate species, C36H96B3F12N6O12 in total at a distorted geometry, computed with wB97M-V/def2-TZVPD.

Geometry (Å):
C1 1.43 3.24 1.12
O1 2.65 3.64 1.70
C2 3.84 3.08 1.30
C3 4.21 3.24 -0.19
N1 4.63 4.66 -0.62
H1 4.67 4.76 -1.63
H2 3.95 5.30 -0.21
C4 6.00 5.03 -0.03
C5 7.13 4.34 -0.82
O2 7.07 5.07 -2.04
C6 7.79 4.34 -3.04
H3 0.60 3.94 1.19
H4 1.04 2.32 1.58
H5 1.60 2.92 0.09
H6 3.63 2.00 1.32
H7 4.75 3.33 1.84
H8 3.55 2.83 -0.96
H9 5.04 2.56 -0.41
H10 5.93 4.70 1.01
H11 6.14 6.11 0.03
H12 6.89 3.28 -0.79
H13 8.08 4.60 -0.35
H14 7.48 3.30 -3.16
H15 8.85 4.17 -2.87
H16 7.65 4.74 -4.05
C7 0.51 -3.42 2.58
O3 -0.34 -3.51 3.72
C8 -1.66 -3.03 3.54
C9 -1.93 -1.75 4.33
N2 -0.92 -0.71 3.96
H17 0.03 -1.08 4.12
H18 -1.04 -0.43 3.00
C10 -0.87 0.56 4.83
C11 -2.21 1.30 4.83
O4 -3.38 0.62 5.18
C12 -3.56 0.43 6.57
H19 0.39 -2.61 1.86
H20 0.41 -4.36 2.01
H21 1.54 -3.50 2.89
H22 -2.31 -3.85 3.84
H23 -2.03 -2.93 2.52
H24 -1.92 -2.01 5.39
H25 -2.95 -1.43 4.13
H26 -0.05 1.20 4.52
H27 -0.72 0.25 5.87
H28 -2.39 1.79 3.87
H29 -2.12 2.15 5.52
H30 -2.69 0.25 7.20
H31 -4.21 -0.38 6.90
H32 -4.00 1.35 6.99
C13 2.87 0.11 -1.58
O5 4.10 -0.39 -1.07
C14 3.93 -1.03 0.18
C15 5.24 -1.81 0.41
N3 5.19 -3.05 -0.47
H33 4.32 -3.56 -0.31
H34 5.07 -2.67 -1.42
C16 6.29 -4.12 -0.54
C17 7.54 -3.61 -1.29
O6 8.03 -2.45 -0.58
C18 8.78 -2.68 0.59
H35 2.45 0.91 -0.96
H36 2.09 -0.65 -1.67
H37 2.99 0.61 -2.54
H38 3.07 -1.71 0.09
H39 3.70 -0.30 0.95
H40 5.20 -2.10 1.46
H41 6.09 -1.18 0.19
H42 5.76 -4.77 -1.24
H43 6.43 -4.43 0.49
H44 7.32 -3.32 -2.31
H45 8.28 -4.39 -1.46
H46 9.43 -3.55 0.52
H47 8.17 -2.96 1.46
H48 9.29 -1.79 0.95
C19 -7.25 4.49 -3.64
O7 -6.97 4.15 -2.27
C20 -6.15 5.03 -1.56
C21 -6.42 4.90 -0.07
N4 -5.90 3.65 0.56
H49 -6.14 2.89 -0.08
H50 -4.90 3.82 0.72
C22 -6.41 3.26 1.94
C23 -5.51 2.20 2.51
O8 -5.43 1.09 1.60
C24 -4.36 0.20 1.93
H51 -7.53 5.53 -3.79
H52 -8.16 4.00 -3.98
H53 -6.49 4.29 -4.40
H54 -6.23 6.08 -1.84
H55 -5.10 4.79 -1.75
H56 -7.42 5.13 0.28
H57 -5.93 5.72 0.45
H58 -7.46 2.97 1.98
H59 -6.39 4.16 2.56
H60 -5.79 1.82 3.49
H61 -4.52 2.67 2.48
H62 -4.36 -0.70 1.31
H63 -4.33 -0.07 2.99
H64 -3.47 0.79 1.70
C25 -3.07 4.84 -4.77
O9 -2.67 4.19 -3.58
C26 -1.27 4.19 -3.39
C27 -1.00 3.49 -2.06
N5 -1.90 2.30 -1.89
H65 -1.63 1.87 -1.00
H66 -2.88 2.56 -1.83
C28 -1.87 1.20 -2.97
C29 -2.93 0.17 -2.54
O10 -4.25 0.71 -2.55
C30 -5.29 -0.17 -2.19
H67 -4.16 4.91 -4.77
H68 -2.86 4.20 -5.63
H69 -2.71 5.86 -4.93
H70 -0.76 5.13 -3.61
H71 -0.82 3.50 -4.13
H72 -1.30 4.11 -1.21
H73 0.07 3.32 -2.02
H74 -0.88 0.78 -2.82
H75 -1.98 1.67 -3.94
H76 -2.82 -0.04 -1.47
H77 -2.87 -0.74 -3.15
H78 -5.10 -0.93 -1.43
H79 -5.90 -0.65 -2.96
H80 -5.94 0.50 -1.62
C31 -1.51 -3.28 -1.12
O11 -1.20 -4.55 -1.71
C32 0.16 -4.87 -1.72
C33 0.35 -6.39 -1.97
N6 -0.07 -6.67 -3.41
H81 -1.06 -6.44 -3.51
H82 0.42 -6.02 -4.01
C34 0.38 -8.06 -4.00
C35 -0.26 -9.20 -3.28
O12 0.29 -9.20 -1.98
C36 -0.17 -10.34 -1.19
H83 -1.13 -2.52 -1.80
H84 -1.11 -3.05 -0.13
H85 -2.59 -3.19 -1.06
H86 0.59 -4.50 -0.79
H87 0.68 -4.26 -2.48
H88 -0.11 -6.96 -1.17
H89 1.39 -6.72 -2.00
H90 1.46 -8.03 -4.05
H91 0.02 -8.00 -5.03
H92 0.15 -10.02 -3.88
H93 -1.35 -9.21 -3.30
H94 -0.78 -9.97 -0.37
H95 0.68 -10.91 -0.81
H96 -0.69 -11.05 -1.83
B1 -2.83 4.33 1.41
F1 -2.08 5.26 0.66
F2 -3.95 4.94 1.97
F3 -3.15 3.30 0.53
F4 -2.01 3.89 2.44
B2 -0.63 -0.08 0.55
F5 -1.67 -0.95 0.89
F6 0.34 -0.19 1.54
F7 -0.11 -0.42 -0.70
F8 -1.15 1.22 0.49
B3 2.09 -1.04 5.22
F9 3.38 -1.50 5.43
F10 1.95 0.19 5.84
F11 1.81 -1.01 3.84
F12 1.09 -1.88 5.80

Summary:
Energy relative to the best compared isomer or geometry (same formula, charge and spin) (kcal/mol): 77.35
Total energy (hartree): -3933.13278
Charge: +3
Lowest unoccupied orbital energy (eV): -6.65
Kohn-Sham gap (eV): 7.76


# 2
A cluster of 10 separate species, C36H96N4O14 in total at a distorted geometry, computed with wB97M-V/def2-TZVPD.

Geometry (Å):
C1 2.35 -1.10 -4.26
O1 1.44 -2.07 -4.79
H1 3.07 -1.71 -3.71
H2 2.83 -0.46 -5.00
H3 1.76 -0.44 -3.61
H4 0.90 -2.35 -4.05
C2 -6.91 -2.12 -2.53
O2 -8.20 -2.62 -2.52
H5 -6.34 -2.22 -1.61
H6 -6.52 -2.59 -3.43
H7 -6.96 -1.05 -2.76
H8 -8.87 -2.17 -1.99
C3 -1.27 -0.40 0.14
O3 -0.22 -0.51 -0.83
H9 -2.27 -0.31 -0.28
H10 -1.20 -1.24 0.83
H11 -1.08 0.48 0.76
H12 0.19 0.36 -0.93
C4 2.78 2.19 3.30
O4 2.04 2.46 2.13
C5 0.62 2.63 2.41
C6 0.18 4.07 2.95
N1 0.42 5.15 1.99
C7 1.74 5.18 1.42
C8 2.01 6.62 1.00
O5 2.15 7.38 2.13
C9 2.58 8.68 1.88
H13 3.68 1.65 3.00
H14 2.32 1.49 3.99
H15 3.10 3.11 3.80
H16 0.30 1.90 3.15
H17 -0.02 2.30 1.59
H18 0.83 4.12 3.81
H19 -0.91 4.09 3.00
H20 0.49 5.92 2.65
H21 1.78 4.46 0.60
H22 2.50 4.79 2.09
H23 1.17 6.93 0.38
H24 2.84 6.61 0.29
H25 2.09 9.08 1.00
H26 3.61 8.66 1.55
H27 2.38 9.43 2.65
C10 1.95 -3.33 2.13
O6 3.19 -2.79 1.96
C11 4.24 -3.59 2.61
C12 5.49 -3.29 1.78
N2 6.66 -3.08 2.65
C13 7.01 -4.28 3.38
C14 8.46 -4.37 3.90
O7 8.42 -5.50 4.76
C15 9.46 -5.57 5.72
H28 1.66 -4.30 1.72
H29 1.33 -2.65 1.56
H30 1.75 -3.31 3.20
H31 4.10 -4.67 2.69
H32 4.26 -3.21 3.63
H33 5.48 -2.35 1.22
H34 5.74 -4.07 1.06
H35 6.51 -2.34 3.32
H36 6.96 -5.17 2.75
H37 6.37 -4.33 4.26
H38 8.72 -3.43 4.39
H39 9.13 -4.55 3.05
H40 10.33 -5.42 5.09
H41 9.48 -6.55 6.21
H42 9.47 -4.75 6.44
C16 -3.96 -0.19 -3.33
O8 -3.66 -0.90 -4.60
C17 -2.27 -0.91 -4.86
C18 -1.92 -1.67 -6.10
N3 -1.68 -0.76 -7.25
C19 -0.34 -0.24 -7.30
C20 0.59 -1.21 -8.05
O9 0.07 -1.62 -9.31
C21 0.37 -0.73 -10.36
H43 -4.92 -0.43 -2.87
H44 -3.76 0.88 -3.45
H45 -3.28 -0.45 -2.51
H46 -1.69 -1.28 -4.02
H47 -1.95 0.13 -4.95
H48 -2.76 -2.28 -6.44
H49 -1.15 -2.43 -5.95
H50 -1.78 -1.10 -8.20
H51 0.17 -0.10 -6.35
H52 -0.42 0.66 -7.90
H53 0.76 -2.08 -7.42
H54 1.57 -0.77 -8.19
H55 1.44 -0.65 -10.54
H56 -0.21 0.19 -10.27
H57 0.06 -1.12 -11.32
C22 -5.68 2.79 7.80
O10 -5.65 1.94 6.70
C23 -6.16 0.58 6.98
C24 -6.21 -0.11 5.60
N4 -4.89 0.04 4.99
C25 -4.64 -0.15 3.50
C26 -4.59 -1.72 3.00
O11 -3.15 -2.09 3.04
C27 -2.82 -3.32 2.49
H58 -5.67 3.81 7.41
H59 -4.85 2.60 8.48
H60 -6.60 2.67 8.38
H61 -7.18 0.69 7.35
H62 -5.56 0.13 7.77
H63 -6.83 0.48 4.92
H64 -6.61 -1.12 5.67
H65 -4.74 1.02 5.18
H66 -3.81 0.35 2.99
H67 -5.47 0.36 3.01
H68 -4.82 -1.79 1.94
H69 -5.22 -2.28 3.69
H70 -3.64 -4.04 2.53
H71 -2.05 -3.62 3.20
H72 -2.51 -3.21 1.46
C28 -0.23 -5.00 -3.03
C29 -0.60 -3.92 -2.00
C30 0.03 -4.06 -0.56
O12 0.08 -2.73 -2.44
H73 0.06 -4.63 -4.02
H74 -1.09 -5.66 -3.12
H75 0.57 -5.65 -2.67
H76 -1.67 -3.72 -1.90
H77 0.26 -3.15 -0.01
H78 1.02 -4.47 -0.75
H79 -0.38 -4.95 -0.08
H80 -0.28 -1.99 -1.96
C31 2.75 2.32 -2.61
C32 2.97 1.59 -1.35
C33 4.25 2.11 -0.68
O13 1.77 1.70 -0.48
H81 1.79 1.97 -3.00
H82 3.47 2.06 -3.39
H83 2.77 3.40 -2.48
H84 3.24 0.56 -1.57
H85 4.64 1.50 0.14
H86 4.05 3.13 -0.34
H87 5.05 2.14 -1.43
H88 2.08 1.83 0.42
C34 -2.04 4.81 -1.50
C35 -2.95 4.40 -0.34
C36 -4.37 3.86 -0.80
O14 -2.31 3.42 0.48
H89 -1.10 5.30 -1.23
H90 -2.68 5.46 -2.10
H91 -1.80 3.97 -2.14
H92 -3.09 5.33 0.21
H93 -5.01 4.70 -1.08
H94 -4.74 3.27 0.03
H95 -4.44 2.97 -1.42
H96 -1.54 3.76 0.94

Summary:
Energy relative to the best compared isomer or geometry (same formula, charge and spin) (kcal/mol): 164.67
SMILES: COCCNCCOC.COCCNCCOC.COCCNCCOC.COCCNCCOC.CC(C)O.CC(C)O.CC(C)O.CO.CO.CO
Total energy (hartree): -2701.15994
Lowest unoccupied orbital energy (eV): 0.46
Kohn-Sham gap (eV): 8.43


> Look up the lowest unoccupied orbital energy of the first one.

-6.65 eV